No. 1
Entry from the Open Molecules 2025 dataset: a molecular structure, C32H25BrN3NaO5 (wB97M-V/def2-TZVPD).

Its relative energy (zero: lowest compared OMol25 entry of this formula, charge and spin) is 28.1 kJ/mol. The value obtained for the frontier orbital gap is 0.240 hartree. The charge is -2. The value obtained for the total energy is -4511.427562 Ha.

Each line ends with the Löwdin charge.
Positions of all 67 atoms, in Å:
Na 1.326 -0.697 -0.374  0.40
C -2.407 3.373 2.357  -0.05
C -0.989 3.084 1.944  -0.27
C -0.511 3.511 0.711  -0.03
C 0.782 3.211 0.297  -0.26
C 1.319 3.677 -1.029  -0.05
C 1.599 2.469 1.138  -0.01
C 1.158 2.043 2.386  -0.25
C 2.075 1.253 3.280  -0.03
C -0.140 2.357 2.775  -0.03
H -3.075 2.553 2.078  0.06
H -2.782 4.277 1.873  0.07
H -2.485 3.507 3.438  0.07
H -1.166 4.073 0.049  0.11
H 1.855 2.866 -1.525  0.06
H 2.023 4.501 -0.891  0.08
H 0.517 4.029 -1.680  0.07
H 2.600 2.212 0.804  0.12
H 2.325 0.295 2.825  0.07
H 1.614 1.050 4.248  0.08
H 3.012 1.790 3.443  0.08
H -0.497 2.016 3.743  0.11
Br 0.076 -1.987 7.369  0.62
C 0.335 -1.905 5.478  -0.72
C 1.515 -2.413 4.919  -0.16
C 1.728 -2.346 3.567  -0.02
C 0.770 -1.764 2.670  -0.41
O 0.961 -1.630 1.437  -0.09
C -0.450 -1.293 3.287  -0.14
C -1.472 -0.640 2.482  -0.11
N -1.530 -0.695 1.210  0.14
C -2.511 0.027 0.542  -0.21
C -3.838 0.040 0.898  -0.05
C -4.783 0.786 0.160  -0.11
C -4.400 1.510 -0.930  -0.06
C -3.044 1.496 -1.349  -0.16
C -2.597 2.205 -2.492  -0.03
C -1.290 2.129 -2.857  -0.04
C -0.412 1.336 -2.079  -0.13
N -0.781 0.677 -1.012  0.16
C -2.091 0.747 -0.632  -0.14
C -0.627 -1.347 4.669  -0.12
H 2.266 -2.852 5.565  0.09
H 2.646 -2.720 3.130  0.11
H -2.194 -0.022 3.043  0.12
H -4.156 -0.548 1.750  0.10
H -5.822 0.779 0.470  0.09
H -5.118 2.087 -1.500  0.10
H -3.310 2.789 -3.064  0.11
H -0.906 2.640 -3.730  0.11
H 0.632 1.251 -2.363  0.09
H -1.534 -0.937 5.102  0.10
O 3.765 0.094 -7.282  -0.07
C 2.554 -0.174 -7.162  -0.71
O 1.637 -0.095 -8.008  -0.08
C 2.093 -0.546 -5.732  -0.12
C 0.839 -1.115 -5.514  -0.03
C 0.455 -1.426 -4.224  -0.16
N 1.201 -1.182 -3.144  0.10
C 2.407 -0.631 -3.352  -0.20
C 2.892 -0.327 -4.620  0.04
C 3.182 -0.340 -2.071  -0.67
O 4.161 -1.049 -1.815  0.01
O 2.669 0.567 -1.340  -0.11
H 0.189 -1.287 -6.361  0.10
H -0.514 -1.883 -4.034  0.10
H 3.884 0.085 -4.754  0.12

---

No. 2
Entry from the Open Molecules 2025 dataset: a molecular structure, C32H25F4N8OSr (wB97M-V/def2-TZVPD).

Its relative energy (zero: lowest compared OMol25 entry of this formula, charge and spin) is 166.5 kJ/mol. The value obtained for the frontier orbital gap is 0.217 hartree. The charge is -1. The value obtained for the total energy is -2177.799398 Ha.

Each line ends with the Löwdin charge.
Positions of all 71 atoms, in Å:
Sr -0.994 -0.767 0.069  1.40
C -1.560 1.806 0.197  -0.19
N -2.503 0.931 0.861  -0.42
C -3.869 1.253 0.494  -0.10
C -2.315 0.919 2.311  -0.21
C -1.303 -0.070 2.872  -0.29
N -0.038 0.001 2.190  -0.15
C 1.019 -0.672 2.669  -0.22
C 2.218 -0.630 1.906  -0.17
F 2.191 0.078 0.753  0.05
C 3.364 -1.289 2.259  -0.23
F 4.448 -1.200 1.460  0.07
C 3.444 -2.050 3.415  0.03
C 2.301 -2.108 4.183  -0.23
F 2.315 -2.838 5.320  0.06
C 1.135 -1.453 3.844  -0.14
F 0.075 -1.594 4.684  0.05
H -1.819 2.865 0.328  0.11
H -1.514 1.611 -0.877  0.08
H -0.578 1.649 0.633  0.05
H -3.978 1.186 -0.591  0.09
H -4.164 2.265 0.813  0.09
H -4.544 0.529 0.946  0.05
H -3.278 0.650 2.746  0.11
H -2.062 1.939 2.646  0.13
H -1.762 -1.068 2.841  0.11
H -1.244 0.179 3.939  0.12
H 4.342 -2.580 3.688  0.12
C 1.335 -3.589 -4.946  -0.08
C 2.138 -2.472 -5.163  -0.09
C 1.877 -1.292 -4.496  -0.03
C 0.806 -1.229 -3.601  -0.24
C 0.016 -2.347 -3.367  -0.03
C 0.277 -3.521 -4.054  -0.06
N 0.536 -0.067 -2.838  0.10
N 0.893 0.990 -3.360  0.08
C 0.804 2.159 -2.589  -0.33
C 0.325 3.314 -3.210  -0.02
C 0.308 4.485 -2.480  -0.08
C 0.804 4.479 -1.183  -0.07
C 1.282 3.282 -0.670  -0.14
N 1.273 2.139 -1.348  0.14
H 1.554 -4.517 -5.459  0.10
H 2.981 -2.533 -5.840  0.10
H 2.507 -0.424 -4.632  0.10
H -0.800 -2.295 -2.659  0.06
H -0.333 -4.392 -3.857  0.11
H -0.016 3.267 -4.236  0.11
H -0.071 5.399 -2.919  0.10
H 0.827 5.380 -0.585  0.10
H 1.681 3.224 0.337  0.12
O -2.585 -1.675 -1.449  -0.39
N -3.346 -2.640 -1.783  -0.02
C -4.216 -2.973 -0.853  -0.32
C -4.261 -2.263 0.390  -0.17
N -4.306 -1.685 1.386  0.19
C -5.140 -4.032 -1.095  -0.20
N -5.910 -4.869 -1.270  0.13
C 0.309 -3.029 -0.175  -0.14
C 0.907 -4.088 -0.338  -0.22
C 1.639 -5.303 -0.536  -0.28
C 0.975 -6.529 -0.668  -0.05
C 1.685 -7.703 -0.868  -0.11
C 3.071 -7.683 -0.942  -0.12
C 3.742 -6.473 -0.813  -0.11
C 3.038 -5.297 -0.613  -0.05
H -0.105 -6.541 -0.608  0.11
H 1.150 -8.640 -0.966  0.09
H 3.624 -8.602 -1.096  0.09
H 4.824 -6.447 -0.868  0.09
H 3.556 -4.353 -0.509  0.11

---

Question: Among the records above, which one has the lowest frontier orbital gap?
Answer: C32H25F4N8OSr

---

Question: Which of these has the lowest relative energy (zero: lowest compared OMol25 entry of this formula, charge and spin)?
Answer: C32H25BrN3NaO5

---

Please write out number 1 again, unchanged.
Entry from the Open Molecules 2025 dataset: a molecular structure, C32H25BrN3NaO5 (wB97M-V/def2-TZVPD).

Its relative energy (zero: lowest compared OMol25 entry of this formula, charge and spin) is 28.1 kJ/mol. The value obtained for the frontier orbital gap is 0.240 hartree. The charge is -2. The value obtained for the total energy is -4511.427562 Ha.

Each line ends with the Löwdin charge.
Positions of all 67 atoms, in Å:
Na 1.326 -0.697 -0.374  0.40
C -2.407 3.373 2.357  -0.05
C -0.989 3.084 1.944  -0.27
C -0.511 3.511 0.711  -0.03
C 0.782 3.211 0.297  -0.26
C 1.319 3.677 -1.029  -0.05
C 1.599 2.469 1.138  -0.01
C 1.158 2.043 2.386  -0.25
C 2.075 1.253 3.280  -0.03
C -0.140 2.357 2.775  -0.03
H -3.075 2.553 2.078  0.06
H -2.782 4.277 1.873  0.07
H -2.485 3.507 3.438  0.07
H -1.166 4.073 0.049  0.11
H 1.855 2.866 -1.525  0.06
H 2.023 4.501 -0.891  0.08
H 0.517 4.029 -1.680  0.07
H 2.600 2.212 0.804  0.12
H 2.325 0.295 2.825  0.07
H 1.614 1.050 4.248  0.08
H 3.012 1.790 3.443  0.08
H -0.497 2.016 3.743  0.11
Br 0.076 -1.987 7.369  0.62
C 0.335 -1.905 5.478  -0.72
C 1.515 -2.413 4.919  -0.16
C 1.728 -2.346 3.567  -0.02
C 0.770 -1.764 2.670  -0.41
O 0.961 -1.630 1.437  -0.09
C -0.450 -1.293 3.287  -0.14
C -1.472 -0.640 2.482  -0.11
N -1.530 -0.695 1.210  0.14
C -2.511 0.027 0.542  -0.21
C -3.838 0.040 0.898  -0.05
C -4.783 0.786 0.160  -0.11
C -4.400 1.510 -0.930  -0.06
C -3.044 1.496 -1.349  -0.16
C -2.597 2.205 -2.492  -0.03
C -1.290 2.129 -2.857  -0.04
C -0.412 1.336 -2.079  -0.13
N -0.781 0.677 -1.012  0.16
C -2.091 0.747 -0.632  -0.14
C -0.627 -1.347 4.669  -0.12
H 2.266 -2.852 5.565  0.09
H 2.646 -2.720 3.130  0.11
H -2.194 -0.022 3.043  0.12
H -4.156 -0.548 1.750  0.10
H -5.822 0.779 0.470  0.09
H -5.118 2.087 -1.500  0.10
H -3.310 2.789 -3.064  0.11
H -0.906 2.640 -3.730  0.11
H 0.632 1.251 -2.363  0.09
H -1.534 -0.937 5.102  0.10
O 3.765 0.094 -7.282  -0.07
C 2.554 -0.174 -7.162  -0.71
O 1.637 -0.095 -8.008  -0.08
C 2.093 -0.546 -5.732  -0.12
C 0.839 -1.115 -5.514  -0.03
C 0.455 -1.426 -4.224  -0.16
N 1.201 -1.182 -3.144  0.10
C 2.407 -0.631 -3.352  -0.20
C 2.892 -0.327 -4.620  0.04
C 3.182 -0.340 -2.071  -0.67
O 4.161 -1.049 -1.815  0.01
O 2.669 0.567 -1.340  -0.11
H 0.189 -1.287 -6.361  0.10
H -0.514 -1.883 -4.034  0.10
H 3.884 0.085 -4.754  0.12